(1)
Computed, not measured: C30H77B3NO16PS2 as an isolated structure at a distorted geometry, with ωB97M-V with the def2-TZVPD basis set.

energy: -99595.81462 eV
energy above the lowest of the compared OMol25 structures with the same formula, charge and spin: 63.19 kcal per mole

Structure (XYZ):
```
130
Properties=species:S:1:pos:R:3:forces:R:3:lowdin_charge:R:1
C -0.70891 -4.74701 2.65830 -0.3 0.9 -0.6 -0.066
C -1.80356 -4.91601 1.56018 -0.5 -0.3 -1.4 -0.235
C -3.24171 -4.93067 1.81494 0.7 -0.1 -1.9 -0.048
C -4.16056 -5.07448 0.69370 1.1 0.1 0.0 -0.073
C -3.68146 -5.19838 -0.69068 1.1 0.3 1.7 -0.034
C -2.25601 -5.15992 -0.95784 -0.5 -0.3 1.6 -0.208
C -1.65117 -5.23615 -2.40951 -0.6 0.7 1.1 -0.004
B -0.89776 -3.83661 -2.66654 0.4 -0.2 -0.1 -0.497
O 0.01174 -3.59236 -3.72306 -0.5 1.1 1.7 0.246
B 0.41924 -2.22270 -3.56994 -0.2 -0.4 -1.1 -0.490
C 1.93904 -1.80120 -3.34239 -0.1 0.9 0.0 -0.052
C 2.38925 -1.80966 -1.81431 1.1 -0.5 -0.1 -0.231
C 3.03987 -0.41573 -1.48266 -0.5 0.0 -0.6 -0.480
S 3.88103 -0.36586 0.15567 -0.2 0.5 0.3 0.821
C 5.27975 0.78855 -0.03680 1.4 0.5 -1.6 -1.033
S 6.49887 0.35357 -1.08159 -0.8 0.1 0.8 0.659
N 5.39468 2.04996 0.62163 -1.4 -1.8 0.9 -0.191
C 4.09567 2.61109 1.03968 -0.1 2.0 0.9 -0.140
C 4.32364 3.89422 1.99412 -0.6 -0.1 0.0 -0.159
O 5.63468 4.44210 1.88993 -0.2 -0.7 0.1 -0.165
C 6.64128 3.51334 2.29275 0.9 -0.2 -0.5 -0.158
C 6.39191 2.04430 1.70643 1.5 1.0 1.0 -0.147
O -0.64620 -1.26936 -3.67740 0.4 -1.4 1.4 0.199
B -1.53795 -1.62076 -2.64074 0.7 0.7 0.7 -0.677
P -3.21512 -0.82551 -2.27022 -0.4 -0.3 -0.4 0.979
C -3.36806 0.89443 -2.99374 -0.6 0.4 0.6 -0.311
C -3.43178 -0.83445 -0.40916 0.1 0.0 0.9 -0.292
O -1.15949 -2.72510 -1.80016 -0.5 -0.2 -2.2 0.160
C -1.35026 -5.03721 0.18670 -1.5 0.0 -0.1 -0.013
H -1.00082 -5.20088 3.63485 0.3 0.3 -0.8 0.079
H 0.27200 -5.15257 2.29394 -1.0 0.1 0.4 0.076
H -0.54238 -3.63500 2.83330 -0.3 -1.5 -0.1 0.064
H -3.62240 -4.80596 2.85799 0.3 -0.2 -1.1 0.101
H -5.27984 -5.07577 0.87830 1.8 0.0 -0.3 0.083
H -4.43051 -5.31426 -1.51331 0.8 0.1 0.8 0.096
H -2.50862 -5.29392 -3.13835 0.9 -0.1 0.5 0.123
H -0.98963 -6.13080 -2.51824 -0.6 0.7 -0.1 0.120
H 2.03024 -0.73230 -3.69372 -0.1 -1.0 0.2 0.115
H 2.66008 -2.40834 -3.94161 -0.7 0.4 0.5 0.120
H 1.57478 -2.10736 -1.10657 0.6 0.5 -0.5 0.114
H 3.19172 -2.59490 -1.70639 -0.8 0.7 0.0 0.118
H 3.80170 -0.17755 -2.27531 -0.8 -0.1 0.8 0.076
H 2.20374 0.33335 -1.45634 1.0 -0.4 -0.2 0.087
H 3.44191 1.91762 1.62528 0.5 0.3 -0.8 0.097
H 3.59754 3.02256 0.11935 0.2 -0.9 0.9 0.111
H 4.05270 3.67866 3.07457 0.4 0.0 -1.2 0.102
H 3.62407 4.71417 1.67095 0.7 -0.8 0.4 0.102
H 6.79539 3.48681 3.40969 -0.6 -0.2 -1.0 0.116
H 7.61088 3.90548 1.87222 -1.1 -0.3 0.2 0.127
H 7.39286 1.72799 1.30262 -1.2 0.0 0.3 0.110
H 6.12863 1.40245 2.58890 -0.1 0.2 -0.9 0.116
H -4.46837 1.06865 -3.15425 1.1 -0.2 0.2 0.011
H -2.99646 1.67752 -2.27528 -0.1 -0.7 -0.9 0.041
H -2.89425 0.95916 -4.00241 -0.1 -0.1 0.9 0.049
H -4.18029 -0.06611 -0.07142 0.7 -0.6 -0.6 0.044
H -2.48646 -0.66493 0.17028 -0.7 0.0 -0.6 0.039
H -3.82637 -1.83286 -0.06874 0.4 0.9 -0.6 0.036
H -0.25034 -5.01078 -0.02462 -1.1 0.0 0.3 0.121
C 4.72575 7.55890 2.53815 -0.2 0.1 -0.3 -0.152
O 3.34907 7.21410 2.68244 -0.1 -0.1 0.1 -0.141
H 5.25592 7.26583 3.44220 -0.1 -0.1 0.0 0.082
H 5.15078 7.02890 1.68336 0.2 0.0 0.1 0.067
H 4.82307 8.63838 2.39490 0.2 0.0 0.0 0.076
H 2.90021 7.48134 1.87255 0.0 -0.1 0.1 0.070
C 5.38997 1.86909 6.42120 -0.2 0.1 -0.2 -0.146
O 5.47443 2.02884 5.01139 0.0 0.0 -0.1 -0.149
H 6.31617 1.41986 6.77683 0.0 0.0 -0.1 0.077
H 5.25482 2.84280 6.89860 0.0 -0.1 0.2 0.077
H 4.55208 1.21414 6.67218 0.0 0.0 0.2 0.078
H 4.64246 2.42833 4.72093 0.0 0.0 0.1 0.038
C -0.60353 -2.37992 -6.96897 -0.2 0.2 -0.2 -0.153
O -0.51854 -2.26310 -8.38489 0.1 0.0 -0.1 -0.123
H 0.31248 -2.83940 -6.60044 0.0 0.0 -0.1 0.082
H -0.71492 -1.38871 -6.52219 0.0 -0.1 0.2 0.078
H -1.45579 -3.00833 -6.69826 0.1 0.0 0.2 0.085
H -1.33670 -1.85531 -8.68781 0.1 -0.1 0.0 0.072
C -7.29480 -4.51821 -1.73903 -0.2 -0.2 0.2 -0.148
O -6.90770 -4.80432 -0.40352 -0.3 0.0 0.0 -0.157
H -6.51119 -3.93107 -2.21674 0.0 0.0 0.1 0.075
H -7.43238 -5.45267 -2.29050 -0.1 0.1 -0.2 0.073
H -8.22518 -3.94464 -1.73660 0.0 0.0 -0.2 0.078
H -7.61912 -5.32388 -0.00749 0.1 0.0 0.0 0.078
C -0.07306 -0.88485 3.86951 -0.2 0.0 0.2 -0.152
O -0.59863 -2.07697 4.44207 0.0 0.1 0.1 -0.142
H 0.69725 -1.15502 3.14845 0.0 -0.1 0.1 0.078
H -0.86799 -0.33491 3.35899 0.1 0.1 -0.1 0.077
H 0.36748 -0.25938 4.65036 0.1 0.1 -0.1 0.069
H -1.27605 -1.81495 5.07522 0.1 -0.1 -0.1 0.081
C -3.96426 4.33141 -4.14801 -0.3 0.1 -0.2 -0.163
O -5.34664 4.02859 -4.00240 -0.1 0.0 0.1 -0.134
H -3.44613 4.04766 -3.23385 -0.1 0.0 0.0 0.067
H -3.54986 3.76776 -4.98778 0.2 0.1 0.1 0.077
H -3.83571 5.40365 -4.31776 0.2 0.0 0.0 0.075
H -5.78391 4.28686 -4.82102 0.0 -0.1 0.1 0.076
C 1.31929 3.39339 4.41613 0.0 0.3 0.0 -0.126
O 2.63131 3.65873 4.90787 0.2 -0.1 0.2 -0.146
H 1.24012 2.33217 4.18390 0.1 0.0 0.1 0.073
H 0.58072 3.65262 5.17774 -0.1 -0.1 -0.1 0.084
H 1.13858 3.97569 3.51071 -0.2 -0.1 0.0 0.067
H 2.67640 4.60142 5.10529 0.1 -0.1 -0.1 0.088
C -7.36534 0.88079 -4.15232 0.0 -0.3 -0.1 -0.153
O -6.37565 -0.09956 -3.86183 -0.1 0.0 0.0 -0.155
H -7.15181 1.77434 -3.56773 0.1 -0.1 0.0 0.070
H -7.34023 1.13179 -5.21626 -0.1 0.2 0.0 0.076
H -8.35508 0.50195 -3.88411 -0.1 0.2 0.0 0.075
H -6.58180 -0.87964 -4.38799 0.1 0.0 0.1 0.077
C -7.53385 -8.66028 -0.53133 -0.2 -0.1 -0.2 -0.157
O -8.76259 -7.99171 -0.27261 -0.1 0.2 0.1 -0.136
H -6.83033 -8.42633 0.26559 -0.1 0.1 0.0 0.081
H -7.70231 -9.73959 -0.56014 0.2 0.0 0.0 0.076
H -7.12558 -8.31986 -1.48635 0.2 -0.1 0.0 0.074
H -9.36398 -8.21565 -0.99101 0.0 0.1 0.2 0.075
C 2.77709 5.45682 -1.19569 -0.3 0.0 -0.3 -0.150
O 1.38865 5.54242 -0.89042 -0.1 0.0 0.1 -0.130
H 3.34640 5.54096 -0.27169 -0.1 0.0 0.0 0.057
H 2.99120 4.49347 -1.66516 0.2 0.1 0.0 0.076
H 3.05393 6.27102 -1.86997 0.2 -0.1 0.0 0.082
H 0.90780 5.46487 -1.72150 0.0 0.0 0.2 0.074
C -0.87023 6.26278 2.62251 -0.1 -0.1 -0.3 -0.153
O -1.17817 4.87367 2.62124 0.0 -0.1 0.0 -0.137
H -0.33626 6.50019 3.54147 0.0 -0.1 0.0 0.077
H -0.23686 6.50406 1.76478 0.0 0.2 0.1 0.070
H -1.79190 6.84874 2.57978 0.1 0.2 0.0 0.076
H -1.64836 4.68648 1.80157 0.1 -0.1 0.1 0.076
C 8.26921 -1.31021 3.28984 -0.2 0.1 -0.2 -0.159
O 8.35628 -1.17498 1.87786 0.0 0.0 0.0 -0.138
H 9.18957 -1.76472 3.65329 0.0 0.0 -0.1 0.077
H 8.14579 -0.32663 3.75218 0.0 -0.1 0.2 0.070
H 7.42301 -1.95115 3.55158 0.0 0.0 0.2 0.077
H 7.53300 -0.77143 1.57770 0.1 -0.1 -0.1 0.029
```
Positions in Å, forces in eV/Å.



(2)
Computed, not measured: C35H35BF6O2 as an isolated structure at a distorted geometry, with ωB97M-V with the def2-TZVPD basis set.

energy: -57939.61941 eV
energy above the lowest of the compared OMol25 structures with the same formula, charge and spin: 0.00 kcal per mole

Structure (XYZ):
```
79
Properties=species:S:1:pos:R:3:forces:R:3:lowdin_charge:R:1
F 5.04053 2.66164 3.62400 0.2 -0.8 0.6 0.111
C 4.92365 1.45919 4.27421 0.3 0.2 0.0 -0.519
F 5.78634 0.59172 3.67084 -0.5 0.7 0.6 0.112
F 5.36348 1.65296 5.56279 -0.2 -0.1 -1.2 0.113
C 3.50063 0.98027 4.23254 0.3 -0.4 0.3 -0.132
C 3.20294 -0.30572 3.78174 0.1 0.5 -0.1 -0.011
C 1.88308 -0.70703 3.70538 -0.7 -0.1 -0.4 -0.028
C 0.81934 0.20606 4.00320 1.1 0.4 -0.2 -0.206
C -0.50051 -0.04784 3.56636 -0.3 -0.1 -0.5 -0.048
C -1.60635 0.83581 3.63506 -1.1 0.6 0.0 -0.269
C -2.85045 0.24431 3.94225 0.4 0.6 -0.3 -0.047
C -3.98657 1.02562 4.01550 -0.4 0.5 -0.1 -0.095
C -3.92384 2.38692 3.68885 -0.1 -0.2 0.8 -0.113
C -2.70395 2.96419 3.30436 -0.2 0.2 0.1 -0.098
C -1.54729 2.20657 3.24950 -0.7 -0.1 0.7 -0.089
C 1.16962 1.43981 4.62547 0.1 -0.2 -0.3 0.000
C 2.49804 1.80895 4.74047 -0.4 0.0 -0.2 -0.009
H 4.00618 -0.94563 3.42615 -0.2 0.0 0.2 0.121
H 1.66837 -1.70454 3.28672 0.0 0.6 0.4 0.123
H -0.76798 -1.09124 3.43364 0.0 -0.1 -0.2 0.128
H -2.89304 -0.83461 4.05476 0.0 0.1 0.3 0.111
H -4.91425 0.56343 4.37171 0.2 0.3 -0.4 0.106
H -4.80019 3.01650 3.84262 0.2 -0.2 -0.2 0.094
H -2.67963 4.03503 3.06185 0.0 -0.5 0.0 0.107
H -0.64933 2.63367 2.79803 -0.1 -0.1 0.6 0.112
H 0.37333 2.11125 4.95697 0.3 -0.3 -0.1 0.116
H 2.75622 2.77068 5.16822 0.0 -0.1 0.0 0.124
C -2.39771 -0.23920 -4.71739 -0.1 0.3 -0.3 -0.007
C -0.92842 -0.19138 -4.33801 -0.3 0.1 0.5 -0.429
C -0.05949 -1.03855 -5.29761 -0.2 0.3 0.0 0.003
C -0.33884 1.26085 -3.95861 -0.3 0.2 -0.2 -0.436
C 0.47643 1.94318 -5.04454 0.0 0.0 -0.4 -0.007
C -1.37682 2.22812 -3.36954 -0.1 -0.2 -0.2 -0.005
O 0.61857 0.96226 -2.91448 -0.1 -1.2 -0.2 0.134
B 0.41587 -0.37666 -2.66195 -0.3 -0.3 1.1 -0.640
C 1.51816 -1.33917 -2.12504 0.3 0.0 1.4 -0.078
C 1.24314 -2.71686 -1.97861 0.5 0.4 -0.5 -0.009
C 2.28378 -3.61129 -1.71737 -0.5 0.2 0.2 -0.003
C 3.56257 -3.12832 -1.49468 0.2 -0.3 0.0 -0.128
C 4.72228 -4.08382 -1.32747 0.4 -0.1 0.2 -0.523
F 5.71576 -3.78393 -2.22164 -0.7 -0.4 0.7 0.118
F 5.27819 -3.99989 -0.08052 -0.3 0.0 -0.8 0.118
F 4.37757 -5.38771 -1.50881 0.3 0.9 0.0 0.119
C 3.81084 -1.76073 -1.42486 -0.2 0.4 0.1 -0.004
C 2.78371 -0.85496 -1.69518 -0.2 -0.7 -0.6 -0.006
C -0.86708 0.61750 0.99219 2.0 -0.4 -0.3 -0.034
C 0.33701 -0.26112 0.85435 1.0 -1.2 0.1 -0.081
C -2.12585 0.19753 0.53936 -1.3 -0.5 -0.5 -0.231
C -3.19793 1.11223 0.30546 0.6 -0.1 0.8 -0.031
C -4.49764 0.67415 0.23978 -0.7 -1.0 -0.3 -0.080
C -4.78880 -0.70679 0.22956 1.0 0.0 -0.3 -0.061
C -3.71381 -1.61894 0.17830 -0.3 -0.1 -0.1 -0.076
C -2.40923 -1.18174 0.31636 -0.1 0.6 0.5 -0.012
O -0.82826 -0.88101 -3.05045 1.2 0.7 -0.4 0.102
H -2.54299 0.22848 -5.70289 -0.1 -0.1 0.2 0.097
H -2.73130 -1.28636 -4.77477 0.2 0.3 0.0 0.098
H -3.02015 0.28114 -3.97299 0.3 -0.2 -0.3 0.087
H -0.14618 -0.72536 -6.33722 0.0 0.2 0.0 0.092
H 1.00210 -1.04067 -5.02557 -0.1 0.1 0.0 0.094
H -0.39899 -2.07931 -5.24017 0.0 0.2 0.1 0.102
H -0.11619 2.13773 -5.94536 0.0 -0.1 0.1 0.096
H 0.83885 2.91084 -4.66918 -0.1 -0.3 -0.1 0.096
H 1.34735 1.33247 -5.32163 -0.3 0.2 0.1 0.094
H -2.09157 2.53999 -4.14516 0.1 -0.1 0.2 0.095
H -1.92096 1.77916 -2.52701 0.1 0.0 -0.3 0.085
H -0.86606 3.12952 -3.00326 0.0 -0.3 -0.1 0.095
H 0.22491 -3.09034 -2.11096 0.3 0.2 -0.2 0.124
H 2.07997 -4.67352 -1.66156 0.1 0.0 -0.1 0.119
H 4.80220 -1.40767 -1.14730 -0.2 0.0 -0.1 0.127
H 2.96220 0.22122 -1.60692 0.0 -0.4 -0.2 0.125
H -0.68558 1.69902 1.02733 -0.1 -0.6 0.2 0.115
H 1.27775 0.24835 0.59054 -0.5 0.2 0.0 0.098
H 0.55963 -0.76161 1.81641 0.2 0.2 -1.2 0.034
H 0.22987 -1.11071 0.15673 -0.1 0.6 0.0 0.064
H -2.98144 2.17092 0.22303 0.0 0.0 0.3 0.116
H -5.33166 1.36444 0.15378 0.2 0.1 0.0 0.106
H -5.80671 -1.08459 0.16976 0.1 0.2 0.0 0.100
H -3.88336 -2.69256 0.01272 -0.1 0.6 0.2 0.109
H -1.58400 -1.88222 0.28982 -0.2 -0.1 0.1 0.106
```
Positions in Å, forces in eV/Å.